{
  "formula": "C33H59N3O23P2",
  "method": "ωB97M-V/def2-TZVPD",
  "total_charge": 1,
  "homo_energy_ev": [-12.25, -12.25],
  "e_tot_ha": -3870.0950,
  "spin_multiplicity": 2,
  "symbols": ["C", "C", "N", "H", "H", "H", "C", "C", "N", "H", "H", "H", "C", "C", "N", "H", "H", "H", "C", "C", "O", "P", "O", "O", "C", "C", "O", "C", "C", "H", "H", "H", "H", "H", "H", "H", "H", "H", "H", "H", "H", "H", "H", "H", "C", "C", "O", "P", "O", "O", "C", "C", "O", "C", "C", "H", "H", "H", "H", "H", "H", "H", "H", "H", "H", "H", "H", "H", "H", "H", "C", "C", "O", "C", "O", "O", "H", "H", "H", "H", "C", "C", "O", "C", "O", "O", "H", "H", "H", "H", "C", "C", "O", "C", "O", "O", "H", "H", "H", "H", "C", "C", "O", "C", "O", "O", "H", "H", "H", "H", "C", "C", "O", "C", "O", "O", "H", "H", "H", "H"],
  "xyz": [[5.0023, -1.4571, 1.9988], [4.6720, -1.0661, 0.6582], [4.5015, -0.8094, -0.4725], [4.3686, -0.8434, 2.6390], [6.0579, -1.2593, 2.1848], [4.8413, -2.5193, 2.1830], [1.3087, 3.8313, -4.0107], [0.0466, 4.5571, -3.7001], [-0.9231, 5.1403, -3.4568], [1.3654, 2.7671, -3.7817], [2.1841, 4.3434, -3.6114], [1.4895, 3.8505, -5.0855], [-2.8559, -2.9279, -3.3507], [-3.6106, -2.0810, -2.3907], [-4.2165, -1.4079, -1.6378], [-3.4048, -3.8502, -3.5408], [-1.8984, -3.1745, -2.8919], [-2.6388, -2.4627, -4.3122], [3.2208, 7.9433, -1.4966], [4.1534, 6.7487, -1.2251], [3.3374, 5.6356, -0.9405], [3.8965, 4.1102, -0.8454], [2.7899, 3.0723, -0.6900], [4.8571, 4.0397, -2.1518], [5.3164, 2.8072, -2.5514], [5.3681, 2.9441, -4.0726], [4.9140, 4.1797, 0.4534], [4.3733, 4.0741, 1.7472], [3.8167, 5.3341, 2.3987], [2.5655, 7.7101, -2.3358], [2.5497, 8.0161, -0.6408], [3.7445, 8.8769, -1.7021], [4.7618, 6.5893, -2.1153], [4.7714, 6.9584, -0.3520], [6.3057, 2.7149, -2.1030], [4.6896, 1.9419, -2.3355], [4.4365, 3.3783, -4.4354], [6.1504, 3.5893, -4.4722], [5.4292, 2.0524, -4.6965], [3.6366, 3.2794, 1.8646], [5.0887, 3.7460, 2.5013], [4.4016, 6.2522, 2.3429], [2.8955, 5.6636, 1.9183], [3.5485, 5.0398, 3.4133], [-7.9468, -6.2296, 3.8926], [-6.5449, -5.8181, 3.3173], [-6.3210, -4.4076, 3.4670], [-6.2495, -3.3448, 2.2394], [-5.7708, -1.9850, 2.6609], [-5.3172, -4.1924, 1.1931], [-4.0709, -3.6510, 0.7327], [-2.9020, -3.9145, 1.7093], [-7.7642, -3.5747, 1.6740], [-8.3648, -2.5616, 0.8227], [-9.8566, -2.4945, 1.0224], [-8.0080, -5.7989, 4.8920], [-8.6830, -5.7680, 3.2346], [-8.0170, -7.3134, 3.8000], [-5.6455, -6.3882, 3.5499], [-6.5855, -6.0638, 2.2561], [-3.6933, -3.9869, -0.2331], [-4.1067, -2.5623, 0.6928], [-3.1791, -3.6359, 2.7261], [-2.5562, -4.9445, 1.6226], [-2.0314, -3.3315, 1.4092], [-7.8967, -1.5787, 0.8756], [-8.2040, -2.9914, -0.1660], [-10.0780, -2.1302, 2.0255], [-10.4117, -1.8273, 0.3630], [-10.2814, -3.4885, 0.8825], [1.0886, 0.4590, -0.2106], [1.1163, 0.1891, -1.7256], [0.3872, -0.9919, -1.8532], [-0.1452, -1.3250, -0.6942], [-1.0049, -2.1864, -0.5621], [0.2086, -0.4837, 0.2900], [0.6951, 1.4464, 0.0310], [2.0467, 0.2873, 0.2801], [2.1491, 0.0686, -2.0525], [0.6003, 0.9594, -2.2986], [1.1922, -2.5328, 2.4972], [1.8975, -3.5670, 1.5555], [2.3402, -4.5547, 2.4861], [1.6862, -4.4603, 3.6620], [1.8509, -5.1747, 4.6409], [0.8865, -3.3621, 3.6279], [0.2394, -2.1856, 2.0976], [1.8314, -1.6975, 2.7832], [2.7792, -3.1134, 1.1030], [1.2326, -3.8990, 0.7581], [0.6463, 2.4352, 4.4342], [0.7716, 1.4224, 3.2792], [1.2531, 0.2689, 3.9247], [1.7281, 0.5937, 5.1305], [2.1695, -0.2378, 5.9252], [1.4487, 1.8669, 5.3802], [-0.3984, 2.5296, 4.7305], [1.1593, 3.3573, 4.1608], [1.4633, 1.6828, 2.4781], [-0.2491, 1.1953, 2.9714], [-1.8828, 2.2654, -1.6478], [-2.9086, 3.4196, -1.5670], [-3.4615, 3.1840, -0.2680], [-2.6734, 2.3243, 0.4378], [-2.9798, 1.9719, 1.5873], [-1.6661, 1.8697, -0.3195], [-1.0628, 2.6344, -2.2640], [-2.3020, 1.4911, -2.2903], [-3.7314, 3.2441, -2.2601], [-2.4968, 4.4228, -1.4566], [3.3320, -2.7878, -3.4550], [2.6398, -2.6171, -4.8166], [3.6179, -3.1830, -5.7161], [4.7894, -3.4297, -5.1070], [5.8960, -3.7241, -5.6007], [4.6398, -3.1939, -3.8259], [2.9934, -3.5994, -2.8110], [3.2987, -1.7993, -2.9969], [2.3385, -1.6203, -5.1386], [1.7264, -3.2089, -4.8759]],
  "atomic_forces_ev_per_a": [[0.0, 0.2, 0.6], [0.0, 0.2, -3.7], [0.0, -0.4, 2.6], [0.2, -0.2, 0.5], [-0.1, 0.2, 0.1], [-0.2, 0.1, -0.1], [0.1, 0.5, -0.8], [0.0, -0.2, 0.2], [1.0, -0.7, -0.3], [-0.5, 0.2, 0.6], [-0.2, 0.0, 0.5], [-0.3, 0.2, -0.2], [0.0, 0.0, 0.6], [-1.3, 1.6, 1.2], [1.7, -2.0, -2.0], [0.0, 0.1, 0.1], [0.0, 0.0, 0.1], [-0.3, 0.3, 0.2], [-0.3, -1.0, 0.3], [0.2, 1.7, -0.4], [-0.3, -2.7, -0.2], [-1.2, 0.4, 1.2], [2.4, 2.2, -0.7], [-2.5, 1.7, 3.1], [1.6, -1.5, -2.3], [0.0, -0.1, -1.2], [-0.6, -0.3, -2.0], [-0.3, 0.0, 2.2], [-1.1, 0.3, -1.0], [0.1, 0.0, -0.2], [0.1, 0.4, 0.1], [0.1, -0.2, 0.2], [0.2, -0.3, 0.2], [0.2, -0.1, -0.1], [0.0, -0.6, -0.1], [-0.2, 0.3, 0.6], [-0.2, 0.2, 0.3], [0.1, 0.2, 0.5], [0.3, -0.5, 0.6], [-0.4, 0.0, -0.8], [1.1, -0.1, -0.8], [0.7, -0.4, 0.4], [-0.3, -0.3, -0.1], [0.2, 0.4, 0.2], [1.8, 0.9, -0.4], [-1.2, -1.0, -1.7], [0.8, 0.8, -1.0], [-1.4, 1.6, 2.7], [-1.0, -3.2, -1.6], [1.1, 0.3, -0.6], [0.3, 1.2, 0.0], [0.7, -0.6, 0.8], [2.3, 0.8, 0.7], [-0.6, 0.1, -1.6], [-0.4, -0.3, 0.9], [-0.4, -0.6, 0.1], [-0.1, 0.0, 0.2], [-0.1, 0.1, 0.5], [-0.1, 0.3, 1.3], [-0.3, 0.3, -0.3], [-1.0, -0.8, -0.1], [-0.5, 0.2, 0.1], [0.0, -0.1, 0.0], [-0.4, -0.2, 0.3], [-0.4, 0.4, -0.3], [0.3, -0.2, 0.4], [0.2, 0.3, -0.3], [-0.1, -0.2, 0.1], [0.6, 0.1, -0.3], [-0.1, 0.0, 0.2], [1.1, 1.5, -0.1], [1.0, 1.4, 0.5], [0.0, -1.3, -0.7], [-2.9, -0.7, 1.1], [1.7, 0.7, -0.1], [-1.1, -1.9, -0.1], [0.3, 0.0, -0.1], [0.2, 0.3, -0.3], [-0.1, -0.1, -0.2], [0.2, 0.1, 0.0], [-0.2, -1.3, -0.5], [0.1, 1.6, 0.8], [0.0, -0.7, -0.6], [0.4, -0.4, 2.3], [-0.6, 1.5, -2.8], [0.0, -0.1, 0.4], [0.2, 0.2, 0.0], [-0.1, -0.2, 0.1], [0.0, -0.2, -0.1], [0.0, -0.7, 0.3], [0.3, 0.6, -2.4], [-1.3, 0.3, -0.1], [0.6, -0.7, -0.3], [0.0, -3.1, 2.7], [-0.5, 2.6, -2.2], [1.4, -0.3, 2.8], [0.2, 0.3, 0.3], [-0.8, 0.4, 0.0], [-0.3, 0.2, -0.1], [0.3, 0.0, -0.8], [-1.0, 1.4, -2.3], [0.0, -0.7, 1.2], [0.4, -0.9, 1.1], [-3.1, -0.3, 2.9], [1.8, 0.9, -3.4], [0.8, -0.3, 0.2], [0.9, -0.1, 1.0], [-0.2, -0.6, 0.6], [0.3, 0.7, -0.3], [0.1, -0.1, -1.1], [-0.1, 0.4, -0.7], [-0.1, -1.6, -0.2], [-0.4, 0.0, -1.2], [3.5, 0.0, -1.7], [-4.3, 0.7, 1.1], [0.8, 0.5, 2.1], [-0.6, 0.4, 0.0], [0.6, -0.4, 0.7], [0.7, 0.2, 0.2], [0.1, -0.2, -0.1]]
}